1.
The following is a DFT calculation (wB97M-V/def2-TZVPD) of a molecular structure, C12H13BrOSn in a non-equilibrium geometry.

Element x y z (Å)
C 0.872 2.515 -0.311
C 0.219 2.411 0.929
C 0.878 1.348 1.680
H -0.593 3.035 1.300
C 1.973 0.859 0.852
C 1.932 1.568 -0.359
H 2.635 1.452 -1.177
H 0.648 3.235 -1.094
H 0.745 1.159 2.743
H 2.715 0.124 1.168
Sn -0.733 -0.173 0.822
Br -2.803 -0.054 2.241
C -1.524 -1.392 -1.545
C -0.395 -1.118 -2.371
C -0.509 0.213 -2.838
H 0.414 -1.818 -2.587
C -1.738 0.760 -2.365
C -2.381 -0.225 -1.567
H -3.344 -0.138 -1.066
H -1.740 -2.334 -1.054
H 0.213 0.721 -3.469
H -2.118 1.758 -2.578
C 0.777 -2.213 2.562
C 0.519 -2.204 1.116
O 0.836 -2.909 0.204
H 1.583 -1.490 2.776
H 1.045 -3.230 2.893
H -0.125 -1.861 3.095

Summary:
HOMO-LUMO gap, eV: 3.9
Total energy, Eh: -3328.5012
Multiplicity: 1
HOMO energy, eV: 1.599
Net charge: -2

---

2.
The following is a DFT calculation (wB97M-V/def2-TZVPD) of a molecular structure, C12H13Cl2F6O3S2SbV.

Element x y z (Å)
V -1.524 0.759 0.657
Cl -0.694 -6.186 -2.284
C -0.913 -4.545 -1.763
C -1.813 -4.264 -0.750
C -1.988 -2.960 -0.321
Cl -3.143 -2.646 0.920
C -1.259 -1.906 -0.884
O -1.368 -0.675 -0.421
C -0.381 -2.211 -1.942
C 0.362 -1.185 -2.703
O 0.175 0.006 -2.686
C -0.203 -3.526 -2.360
H -2.379 -5.056 -0.281
H 1.139 -1.613 -3.368
H 0.490 -3.743 -3.163
F -0.235 0.068 1.738
Sb -1.015 -1.443 3.668
F 0.673 -1.040 4.440
F -1.663 2.175 1.711
F -1.395 -2.763 4.990
F -3.114 0.287 1.336
F -0.276 -2.714 2.466
C 1.973 2.500 -2.427
C 2.163 2.955 -0.991
S 1.442 1.805 0.182
O -0.043 1.846 -0.213
C 1.624 2.862 1.637
C 1.296 2.195 2.962
H 2.346 3.273 -3.099
H 0.922 2.321 -2.645
H 2.511 1.575 -2.628
H 1.705 3.928 -0.804
H 3.217 3.005 -0.712
H 0.992 3.732 1.442
H 2.670 3.175 1.599
H 0.232 2.006 3.051
H 1.601 2.857 3.772
H 1.824 1.249 3.076
S -3.315 2.232 -2.208
C -2.637 1.664 -0.997

Summary:
HOMO-LUMO gap (spin up / spin down), eV: 7.0 / 7.3
Total energy, Eh: -4191.1513
Energy relative to the best compared isomer or geometry (same formula, charge and spin), eV: 0.000
Multiplicity: 2
HOMO energy (spin up / spin down), eV: -8.766 / -8.804
Net charge: 0

---

3.
The following is a DFT calculation (wB97M-V/def2-TZVPD) of a molecular structure, C12H13EuN6O4S.

Element x y z (Å)
Eu -0.504 0.533 -0.251
O 3.803 0.865 -1.855
C 2.688 0.604 -1.204
O 1.708 1.322 -1.222
C 2.742 -0.691 -0.437
C 3.827 -1.555 -0.444
C 3.706 -2.741 0.267
C 2.521 -3.030 0.931
C 1.489 -2.102 0.876
N 1.621 -0.956 0.220
C 0.099 -2.278 1.459
O -0.135 -3.301 2.257
O -0.795 -1.513 1.175
H 3.693 1.703 -2.333
H 4.726 -1.311 -0.990
H 4.524 -3.447 0.291
H 2.423 -3.971 1.455
H 0.662 -3.810 2.444
C -1.726 1.394 -4.011
N -2.699 0.575 -3.307
C -2.407 -0.512 -2.599
S -0.813 -1.131 -2.476
N -3.407 -1.124 -1.958
C -4.776 -0.640 -1.903
H -2.271 2.156 -4.562
H -1.140 0.791 -4.701
H -1.051 1.895 -3.313
H -3.660 0.874 -3.342
H -3.158 -1.976 -1.486
H -5.254 -0.685 -2.884
H -4.808 0.381 -1.517
H -5.337 -1.273 -1.223
N -5.853 3.498 2.147
C -5.183 3.339 1.222
N -4.475 3.163 0.114
C -3.439 2.458 0.044
N -2.469 1.805 -0.125

Summary:
HOMO-LUMO gap (spin up / spin down), eV: 6.2 / 6.3
Total energy, Eh: -2202.9998
Multiplicity: 8
HOMO energy (spin up / spin down), eV: -10.596 / -10.753
Net charge: +1

---

4.
The following is a DFT calculation (wB97M-V/def2-TZVPD) of C12H13N in the gas phase in a non-equilibrium geometry.

Element x y z (Å)
C 0.813 1.808 1.158
C 0.141 1.953 -0.315
N -0.850 2.953 -0.533
C -0.557 0.752 -0.399
C -1.773 0.815 -0.071
C -2.467 -0.506 0.434
C -1.818 -1.727 0.354
C -0.395 -1.716 0.067
C 0.143 -2.937 0.161
C 1.462 -2.836 -0.360
C 2.133 -1.748 -0.760
C 1.489 -0.521 -0.755
C 0.210 -0.471 -0.444
H 1.715 2.656 1.334
H 1.451 0.884 1.291
H 0.081 2.049 1.918
H 0.970 2.346 -1.048
H -1.162 2.676 -1.559
H -0.448 3.900 -0.545
H -2.313 1.707 -0.041
H -3.329 -0.400 1.047
H -2.448 -2.549 0.417
H -0.467 -3.657 0.598
H 2.055 -3.769 -0.127
H 3.236 -2.116 -0.622
H 2.129 0.452 -1.202

Summary:
HOMO-LUMO gap, eV: 8.7
Structure (SMILES): C[C@H](N)c1cccc2ccccc12
Total energy, Eh: -519.6278
Energy relative to the best compared isomer or geometry (same formula, charge and spin), eV: 5.292
Multiplicity: 1
HOMO energy, eV: -8.044
Net charge: 0